(1)
Here is one molecule with the formula C4H6N2O2 from the Open Molecules 2025 dataset. Energies are from ωB97M-V/def2-TZVPD.

Structure (XYZ):
```
14
Properties=species:S:1:pos:R:3:forces:R:3
C 1.484 -1.421 -0.515 0.31 -0.28 0.12
N 0.031 1.154 1.924 1.22 0.70 -0.68
C -0.273 1.450 0.601 -3.26 -0.46 -0.72
C 0.343 -0.621 -0.116 1.25 0.49 0.65
C -0.716 0.067 -0.264 -0.43 1.93 0.50
N -1.924 0.134 -0.888 0.78 -0.45 0.67
O 1.184 0.771 1.107 -0.39 -1.40 0.22
O -0.590 2.492 0.070 0.84 -0.40 0.21
H -0.423 0.382 2.407 0.21 -0.39 -0.48
H -2.349 1.054 -0.832 -0.06 -0.43 -0.47
H -2.111 -0.562 -1.597 -0.33 0.66 0.01
H 2.229 -0.800 -1.019 -0.07 -0.04 0.01
H 1.957 -1.906 0.342 -0.04 -0.02 -0.11
H 1.157 -2.193 -1.221 -0.02 0.09 0.08
```
Positions in Å, forces in eV/Å.

Computed properties:
Highest occupied orbital energy (eV): -9.10
ΔE to the lowest compared entry with this formula, charge and spin (eV): 6.378
Calculated total energy (eV): -11314.664
Gap between HOMO and LUMO (eV): 9.35
LUMO (eV): 0.248
Maximum force (hartree/bohr): 0.066
Molar mass (g/mol): 114.10

(2)
Here is a 2-piece molecular cluster, C4H6N2O2 overall from the Open Molecules 2025 dataset. Energies are from ωB97M-V/def2-TZVPD.

Structure (XYZ):
```
14
Properties=species:S:1:pos:R:3:forces:R:3
C 0.622 -1.868 -0.388 -0.13 -0.14 -0.16
C -0.034 0.108 0.742 -1.38 -1.71 0.64
C 1.356 1.197 -0.708 0.82 0.43 -1.63
C -1.739 1.427 -0.184 0.25 0.43 0.05
O 0.040 0.916 1.815 -0.21 0.58 -0.15
N 0.730 -0.904 0.665 -0.10 0.82 0.32
N -1.228 0.286 -0.053 0.92 -0.56 0.45
O 1.543 0.705 -1.715 -0.03 0.41 0.69
H 0.804 0.649 2.341 0.06 -0.15 -0.12
H 1.313 -1.604 -1.201 -0.11 -0.10 0.06
H 0.940 -2.830 0.020 -0.08 0.04 -0.17
H -0.391 -1.939 -0.800 0.12 -0.03 -0.01
H -1.297 2.343 0.213 -0.01 -0.03 0.10
H -2.659 1.513 -0.748 -0.12 0.01 -0.07
```
Positions in Å, forces in eV/Å.

Computed properties:
Highest occupied orbital energy (eV): -9.60
ΔE to the lowest compared entry with this formula, charge and spin (eV): 2.386
Calculated total energy (eV): -11318.656
Gap between HOMO and LUMO (eV): 9.96
LUMO (eV): 0.363
Maximum force (hartree/bohr): 0.045
Molar mass (g/mol): 114.10

(3)
Here is C4H6N2O3 as an isolated structure from the Open Molecules 2025 dataset. Energies are from ωB97M-V/def2-TZVPD.

Structure (XYZ):
```
15
Properties=species:S:1:pos:R:3:forces:R:3
C 1.696 -1.016 0.029 0.42 0.30 0.37
N 0.506 -0.175 -0.034 -0.64 -1.01 0.47
C -0.194 0.308 1.161 3.14 -0.71 2.17
C -0.277 -0.036 -1.075 -1.72 2.90 1.90
C -1.857 0.558 -0.190 -0.17 -1.20 -2.53
O -0.038 1.681 1.246 -0.54 -0.89 -0.03
N -0.210 0.154 -2.298 -0.36 -1.66 -0.53
O -0.318 -0.386 2.160 -0.57 0.98 -1.84
O -2.700 -0.268 0.050 0.46 0.67 0.25
H -0.197 1.887 2.182 -0.11 0.04 -0.17
H -0.285 -0.644 -2.923 0.18 0.46 -0.30
H -2.092 1.607 -0.470 -0.07 0.07 0.35
H 1.809 -1.581 -0.896 -0.09 0.20 0.06
H 2.565 -0.378 0.192 0.11 -0.20 -0.06
H 1.592 -1.709 0.865 -0.04 0.06 -0.09
```
Positions in Å, forces in eV/Å.

Computed properties:
Highest occupied orbital energy (spin up / spin down) (eV): -8.18 / -8.18
ΔE to the lowest compared entry with this formula, charge and spin (eV): 4.837
Calculated total energy (eV): -13364.142
Gap between HOMO and LUMO (spin up / spin down) (eV): 7.59 / 7.59
LUMO (spin up / spin down) (eV): -0.587 / -0.587
Maximum force (hartree/bohr): 0.075
Molar mass (g/mol): 130.10

(4)
Here is one molecule with the formula C4H6N2O5 from the Open Molecules 2025 dataset. Energies are from ωB97M-V/def2-TZVPD.

Structure (XYZ):
```
17
Properties=species:S:1:pos:R:3:forces:R:3
C 0.000 -0.750 -1.433 -1.24 1.52 0.72
C 0.825 -0.504 0.438 -1.50 -1.32 0.74
C -0.576 -0.120 -0.119 -0.34 0.21 -0.70
C 1.835 0.534 0.748 2.47 -0.29 -2.49
N -1.044 1.337 -0.119 -0.78 -1.22 0.45
N -1.836 -0.797 0.523 1.40 -0.35 -1.04
O -0.350 2.119 -0.701 0.25 0.62 -0.24
O -2.092 1.546 0.476 1.07 0.68 -0.44
O -2.752 -0.945 -0.251 0.09 -0.25 0.50
O -1.753 -1.120 1.681 -0.29 0.00 -0.08
O 1.104 -1.272 -0.754 0.42 -1.22 1.02
H -0.658 -1.312 -2.073 -0.11 -1.09 0.30
H 0.393 0.021 -2.033 0.04 1.45 -0.93
H 0.549 -1.139 1.340 0.96 0.38 -0.96
H 2.026 1.281 -0.059 -0.83 -0.53 0.30
H 2.900 0.078 0.775 -1.92 0.46 0.98
H 1.430 1.046 1.561 0.31 0.95 1.89
```
Positions in Å, forces in eV/Å.

Computed properties:
Highest occupied orbital energy (eV): -10.97
ΔE to the lowest compared entry with this formula, charge and spin (eV): 2.026
Calculated total energy (eV): -17455.153
SMILES: C[C@@H]1OCC1([N+](=O)[O-])[N+](=O)[O-]
Gap between HOMO and LUMO (eV): 10.57
LUMO (eV): -0.400
Maximum force (hartree/bohr): 0.069
Molar mass (g/mol): 162.10

(5)
Here is a 2-piece molecular cluster, C4H6N2OS overall from the Open Molecules 2025 dataset. Energies are from ωB97M-V/def2-TZVPD.

Structure (XYZ):
```
14
Properties=species:S:1:pos:R:3:forces:R:3
C -0.334 0.135 0.635 0.30 2.92 1.03
C -0.238 0.047 -0.805 1.25 -1.45 1.02
C 0.749 0.843 -1.517 3.18 0.45 -2.17
C -0.439 -1.154 -1.531 -2.94 -3.26 4.46
H -1.528 -0.119 2.328 0.99 -0.23 -0.56
H -1.306 -1.553 1.162 -0.12 1.91 0.56
H 1.589 0.742 2.545 -2.76 0.51 -1.77
H 1.194 1.859 1.248 -4.13 -2.09 -0.90
H 1.281 1.668 -0.978 -0.76 -0.19 -0.08
H -0.237 -1.127 -2.541 0.51 -0.09 -2.04
N -1.082 -0.550 1.509 -0.33 -2.81 -2.00
N 0.133 1.315 1.384 5.63 0.58 1.33
O 1.251 0.569 -2.643 -1.99 0.72 2.77
S -1.033 -2.675 -0.796 1.17 3.03 -1.63
```
Positions in Å, forces in eV/Å.

Computed properties:
Highest occupied orbital energy (eV): -8.75
ΔE to the lowest compared entry with this formula, charge and spin (eV): 8.160
Calculated total energy (eV): -20101.181
Gap between HOMO and LUMO (eV): 6.03
LUMO (eV): -2.720
Maximum force (hartree/bohr): 0.122
Molar mass (g/mol): 130.17

(6)
Here is one molecule with the formula C4H6N2OS from the Open Molecules 2025 dataset. Energies are from ωB97M-V/def2-TZVPD.

Structure (XYZ):
```
14
Properties=species:S:1:pos:R:3:forces:R:3
C -1.222 -0.480 -0.545 0.20 0.44 -0.46
C -0.823 0.772 0.385 -1.97 -2.72 0.53
C 1.110 1.569 -0.266 -7.44 -3.42 0.25
C 0.079 -0.482 0.317 -1.31 0.54 1.05
H -2.571 -2.065 -0.727 0.99 4.03 2.81
H -1.121 -0.528 -1.739 0.08 0.70 2.92
H -1.335 1.108 1.313 -0.56 -1.30 -0.86
H 1.742 2.119 -0.788 3.17 2.79 -1.66
H 2.578 -0.947 1.464 0.62 0.23 -3.51
H 0.187 -1.115 1.319 0.13 1.14 -2.54
N -0.189 1.874 -0.106 5.34 2.15 -0.56
N 1.199 0.158 -0.398 2.88 -2.75 1.56
O -2.402 -1.148 -0.090 0.34 -3.34 -2.77
S 2.767 -0.833 -0.139 -2.48 1.53 3.23
```
Positions in Å, forces in eV/Å.

Computed properties:
Highest occupied orbital energy (eV): -8.50
ΔE to the lowest compared entry with this formula, charge and spin (eV): 6.609
Calculated total energy (eV): -20102.733
SMILES: O[C@H]1[C@@H]2N=CN(S)[C@H]12
Gap between HOMO and LUMO (eV): 8.68
LUMO (eV): 0.189
Maximum force (hartree/bohr): 0.159
Molar mass (g/mol): 130.17

Q: The highest calculated total energy belongs to which entry?
A: number 1

Q: The highest molar mass belongs to which entry?
A: C4H6N2O5

Q: Among the records above, which one has the highest calculated total energy?
A: number 1